--- w ---
DFT (ωB97M-V/def2-TZVPD) results for a 8-piece molecular cluster, H16O8 overall.

Structure (ORCA input):
```
! RIJCOSX wB97M-V def2-TZVPD def2/J DEFGRID3
* xyz 0 1
O 2.16458 2.95092 -1.87040
O 2.73061 -1.22897 1.29508
O -2.42130 -0.94582 -2.38545
O -1.95090 2.57963 0.29825
O -0.36117 -0.33753 0.31333
O -2.93645 -2.47380 -0.00178
O 2.18124 0.22130 -1.02109
O 0.53661 -0.51004 3.00172
H 1.98854 -1.07623 1.88009
H 1.74069 2.13393 -1.60757
H -2.71452 -1.81054 -0.65529
H -1.76247 2.53652 1.23573
H -2.47678 -2.19397 0.78982
H 2.82952 -0.22678 -1.56440
H 2.39765 -0.03869 -0.12565
H 3.44819 -0.72707 1.68161
H 2.67232 3.21542 -1.10328
H 0.21323 -0.42709 2.10462
H -2.63624 1.92565 0.16090
H 0.40488 0.02920 -0.12813
H -1.61648 -1.23988 -2.81210
H -3.09784 -1.53688 -2.71587
H -1.08121 -0.20116 -0.30245
H -0.25271 -0.61808 3.53231
*
```

SMILES = O.O.O.O.O.O.O.O
E_HOMO = -10.83 eV
Kohn-Sham gap = 11.0166 eV



--- x ---
DFT (ωB97M-V/def2-TZVPD) results for a 8-piece molecular cluster, H16O8 overall.

Structure (ORCA input):
```
! RIJCOSX wB97M-V def2-TZVPD def2/J DEFGRID3
* xyz 0 1
O 3.25955 7.97347 -23.45037
O 4.15880 11.45641 -25.74158
O 1.08436 10.06164 -20.48229
O 2.14798 7.14384 -19.94521
O 0.20527 10.78542 -25.54284
O 3.41740 10.41111 -22.26351
O 1.13086 12.11356 -22.96030
O 5.89252 10.60092 -23.66883
H 2.65564 7.33235 -23.06028
H 1.49657 10.65480 -19.83609
H 2.80856 10.35131 -21.51590
H 0.37665 12.70183 -23.07652
H 5.19851 10.40966 -23.01864
H 0.22119 9.84564 -20.10651
H 2.95420 10.96713 -22.91025
H 0.95600 11.64990 -22.12828
H 0.82129 10.90006 -24.80785
H -0.08849 11.67667 -25.75368
H 5.76421 11.52979 -23.88063
H 1.34845 6.72545 -19.60836
H 3.26121 8.73706 -22.83013
H 2.00727 8.09045 -19.81668
H 4.08551 10.57075 -25.36356
H 5.10303 11.58043 -25.86659
*
```

SMILES = O.O.O.O.O.O.O.O
E_HOMO = -10.51 eV
Kohn-Sham gap = 9.8980 eV



Stability ranking, top and bottom: w is the most stable and x is the least stable.



--- w ---
DFT (ωB97M-V/def2-TZVPD) results for H16O8 as an isolated structure.

Structure (ORCA input):
```
! RIJCOSX wB97M-V def2-TZVPD def2/J DEFGRID3
* xyz 0 1
O -0.08906 -0.24744 -0.27388
O 0.39124 -1.50538 -2.43263
O 0.84269 2.54998 2.49077
O -1.62136 0.55977 -1.67446
O 1.40615 -2.43982 0.37168
O -1.17451 -1.74910 0.84521
O 1.35253 1.53231 -1.34836
O -1.58579 1.92530 1.15648
H 0.36484 -0.86656 -1.71262
H -0.97144 -2.63696 0.34846
H 1.10288 -1.57054 0.18010
H -0.58631 -1.71913 -2.48825
H -0.78598 -2.05326 1.74077
H -0.46263 -1.16412 0.48173
H 0.55863 1.07732 -0.92088
H 2.34935 -2.45731 -0.08696
H 1.43358 1.75141 2.46343
H -2.07718 -0.20243 -2.14870
H 0.88440 2.18904 -1.91949
H -0.71278 0.39534 -1.19690
H 0.42359 0.23678 0.30093
H -1.00085 2.19338 1.79535
H 0.96994 2.96441 3.38787
H -1.01192 1.23700 0.64034
*
```

E_HOMO = -9.72 eV
Kohn-Sham gap = 9.0496 eV



--- x ---
DFT (ωB97M-V/def2-TZVPD) results for a 8-piece molecular cluster, H16O8 overall.

Structure (ORCA input):
```
! RIJCOSX wB97M-V def2-TZVPD def2/J DEFGRID3
* xyz 0 1
O 1.28309 0.67511 2.60929
O -0.78333 2.26140 1.17682
O -1.02391 -0.37143 -2.28728
O 0.65559 -2.51280 -1.94201
O 2.76176 -0.26026 -0.21620
O -0.84569 2.27879 -1.97491
O -2.74085 -2.46202 0.65076
O 0.04094 -0.28111 0.21172
H -2.28143 -3.27357 0.66307
H -1.64838 -0.93614 -1.81972
H 0.12895 -1.62736 -2.29423
H -1.26206 2.91487 0.78367
H -1.01994 1.26010 -2.00418
H -0.03896 2.84716 1.55712
H 0.99412 1.43944 3.06632
H 3.07212 0.57173 -0.58150
H -0.56909 -0.58264 -0.48713
H 2.93893 -0.27160 0.83720
H 0.98195 -0.44604 0.01050
H 0.01246 2.51211 -2.16427
H -2.45739 -1.76735 1.44474
H 1.39684 0.07427 3.37463
H 0.60457 -2.66846 -1.10473
H -0.20029 0.62581 0.49034
*
```

E_HOMO = -8.58 eV
Kohn-Sham gap = 7.9507 eV



--- y ---
DFT (ωB97M-V/def2-TZVPD) results for a 8-piece molecular cluster, H16O8 overall.

Structure (ORCA input):
```
! RIJCOSX wB97M-V def2-TZVPD def2/J DEFGRID3
* xyz 0 1
O -1.71843 -1.44183 1.04173
O -1.67127 2.09682 -1.86656
O -0.01189 0.14955 -0.69373
O 1.39642 0.20047 -3.28750
O 2.32117 0.12662 0.77508
O -0.28850 -3.53453 0.66137
O -0.09830 0.22793 3.16163
O 0.01876 2.69712 0.92125
H 0.80650 2.58527 0.28730
H -0.88752 -0.10875 2.64782
H -2.63391 2.39789 -1.67323
H -0.31613 -3.84861 1.43866
H 0.21298 0.67794 2.34696
H 2.52046 1.09707 0.64946
H -2.46933 -1.70227 0.52475
H 0.57230 -3.13465 0.49069
H -0.61132 -0.50461 -0.28119
H -1.21453 -2.34869 0.86562
H 0.92468 -0.31089 -3.88996
H 2.20749 -0.36383 -3.39154
H 1.45563 0.22137 0.37535
H -1.35067 1.37395 -1.13907
H 0.39989 -0.12791 -1.37818
H 0.43550 3.57455 1.41329
*
```

SMILES = O.O.O.O.O.O.O.O
E_HOMO = -10.31 eV
Kohn-Sham gap = 10.3858 eV



--- z ---
DFT (ωB97M-V/def2-TZVPD) results for a 8-piece molecular cluster, H16O8 overall.

Structure (ORCA input):
```
! RIJCOSX wB97M-V def2-TZVPD def2/J DEFGRID3
* xyz 0 1
O 0.89296 0.92274 -2.54053
O -1.19447 -1.71826 -2.91385
O -0.65011 0.72912 2.78030
O -1.63820 -2.24756 0.93347
O 0.03834 -0.24346 -0.16576
O 3.50619 -0.56270 2.26375
O 1.89038 2.01017 2.49239
O -2.48312 0.87925 -2.52747
H 2.71934 -0.23068 1.82033
H 0.49547 0.47279 0.29225
H 1.08024 1.52483 2.73357
H -1.37786 0.74004 2.14781
H -1.15916 -1.45952 0.60315
H 0.50056 1.79802 -2.42315
H -2.55201 -2.12226 0.65667
H -2.34451 0.72572 -1.58695
H 1.31612 0.95646 -3.40543
H 2.01494 2.65274 3.19689
H -1.87746 -2.39560 -2.83934
H 4.09364 -0.84134 1.55319
H 0.23568 -0.09985 -1.11174
H -1.06399 0.54939 3.63249
H -0.38238 -2.15869 -2.63662
H -2.06058 0.11867 -2.95542
*
```

SMILES = O.O.O.O.O.O.O.O
E_HOMO = -10.76 eV
Kohn-Sham gap = 10.9414 eV



Stability ranking, top and bottom: z is the most stable and w is the least stable.



--- w ---
DFT (ωB97M-V/def2-TZVPD) results for one molecule with the formula CH3N5O.

Structure (ORCA input):
```
! RIJCOSX wB97M-V def2-TZVPD def2/J DEFGRID3
* xyz 0 1
O 0.94924 1.33410 0.24934
N -1.86113 -0.50560 0.14403
N 1.39694 -1.36146 -0.04331
N -0.94294 -1.37662 0.19622
N -0.00288 0.54855 -0.45442
N -1.33249 0.75170 -0.03455
C 0.24760 -0.81042 -0.16202
H -1.84308 1.35167 -0.65444
H 2.20663 -0.78418 -0.44594
H 1.18210 0.85225 1.20510
*
```

SMILES = [H]/N=c1/nn[nH]n1O
E_HOMO = -9.87 eV
Kohn-Sham gap = 9.3025 eV



--- x ---
DFT (ωB97M-V/def2-TZVPD) results for one molecule with the formula CH3N5O.

Structure (ORCA input):
```
! RIJCOSX wB97M-V def2-TZVPD def2/J DEFGRID3
* xyz 0 1
O -0.72338 -1.28267 -0.74949
N -0.31484 1.35752 -1.52286
N 0.50943 -0.67472 -0.32676
N 0.16630 1.46880 0.76873
N 0.49077 0.58909 1.58064
N 0.42681 -0.68590 1.12161
C 0.32125 0.85406 -0.53417
H -1.43298 -0.65540 -0.03701
H -0.26767 0.46213 -2.01512
H 0.82430 -1.43291 1.71442
*
```

SMILES = [H]/N=c1/nn[nH]n1O
E_HOMO = -10.09 eV
Kohn-Sham gap = 9.5621 eV



Stability ranking, top and bottom: w is the most stable and x is the least stable.